# 1
118
Properties=species:S:1:pos:R:3 method="wB97M-V/def2-TZVPD" largest_force_ev_per_a=4.97 de_lowest_kj_mol=63.4 lumo_ev=2.096 total_charge=-1 gap_ev=6.8
C 1.381 0.065 2.908
C 0.003 -0.526 3.213
C -1.012 0.615 3.418
C -2.107 0.709 2.354
C -3.074 1.838 2.731
Ga -3.079 -1.033 1.913
O -2.932 -1.289 0.062
O -2.407 -2.578 2.747
C -5.132 -0.961 2.332
O -5.931 -1.375 1.583
N -5.537 -0.326 3.581
C -6.867 -0.498 3.948
O -7.507 -1.440 3.944
F -7.415 0.645 4.384
H 2.095 -0.702 2.622
H 1.292 0.774 2.087
H 1.798 0.583 3.767
H 0.066 -1.079 4.138
H -0.250 -1.160 2.378
H -0.433 1.543 3.367
H -1.438 0.614 4.416
H -1.624 1.031 1.430
H -2.498 2.754 2.862
H -3.813 1.940 1.947
H -3.552 1.659 3.685
H -3.199 -2.193 -0.139
H -1.741 -2.929 2.148
H -4.899 -0.531 4.337
C 1.554 4.010 0.505
C 0.101 3.990 0.060
O -0.821 4.178 1.115
C -0.740 5.402 1.812
C -0.998 6.621 0.941
H 1.711 3.311 1.328
H 2.207 3.732 -0.324
H 1.859 5.001 0.850
H -0.130 3.011 -0.359
H -0.073 4.723 -0.738
H 0.225 5.490 2.326
H -1.505 5.349 2.588
H -0.205 6.768 0.205
H -1.052 7.521 1.556
H -1.937 6.509 0.397
C -0.886 0.008 -2.820
C 0.348 0.472 -2.072
O 1.568 -0.006 -2.622
C 1.847 0.388 -3.950
C 1.972 1.892 -4.131
H -0.881 -1.077 -2.934
H -1.786 0.299 -2.280
H -0.939 0.444 -3.822
H 0.312 0.089 -1.051
H 0.368 1.566 -1.996
H 1.099 -0.023 -4.638
H 2.800 -0.083 -4.203
H 1.017 2.397 -3.979
H 2.314 2.124 -5.141
H 2.684 2.305 -3.413
C 5.506 -4.835 -2.865
C 5.422 -3.323 -2.739
O 4.465 -2.731 -3.596
C 3.119 -3.132 -3.390
C 2.583 -2.797 -2.010
H 5.644 -5.126 -3.908
H 6.342 -5.216 -2.276
H 4.598 -5.321 -2.504
H 6.383 -2.889 -3.021
H 5.240 -3.028 -1.700
H 3.001 -4.200 -3.607
H 2.535 -2.595 -4.139
H 3.076 -3.387 -1.232
H 1.515 -3.007 -1.959
H 2.744 -1.748 -1.784
C -5.104 -3.433 8.740
C -6.514 -3.179 9.249
O -7.073 -1.962 8.800
C -7.221 -1.834 7.393
C -8.140 -2.869 6.772
H -4.462 -2.576 8.951
H -4.682 -4.317 9.219
H -5.087 -3.600 7.662
H -6.495 -3.111 10.339
H -7.173 -4.019 9.000
H -6.240 -1.846 6.905
H -7.640 -0.840 7.230
H -7.714 -3.873 6.829
H -8.308 -2.638 5.722
H -9.101 -2.890 7.290
C -4.570 1.753 -6.694
C -3.332 2.213 -5.945
O -2.120 1.728 -6.498
C -1.841 2.121 -7.826
C -1.701 3.625 -8.003
H -4.567 0.668 -6.807
H -5.470 2.048 -6.154
H -4.625 2.189 -7.694
H -3.368 1.828 -4.926
H -3.306 3.306 -5.867
H -2.594 1.718 -8.513
H -0.894 1.642 -8.081
H -2.651 4.140 -7.848
H -1.359 3.856 -9.013
H -0.985 4.029 -7.286
C 10.928 -2.487 -1.188
C 9.499 -2.551 -1.702
O 8.522 -2.455 -0.685
C 8.516 -1.257 0.068
C 8.245 -0.014 -0.764
H 11.081 -3.216 -0.391
H 11.631 -2.694 -1.996
H 11.168 -1.501 -0.784
H 9.334 -3.519 -2.178
H 9.328 -1.790 -2.472
H 9.452 -1.152 0.630
H 7.720 -1.375 0.803
H 9.064 0.198 -1.454
H 8.123 0.854 -0.116
H 7.337 -0.142 -1.356



# 2
9
Properties=species:S:1:pos:R:3 method="wB97M-V/def2-TZVPD" smiles="CC=[N+]=N" largest_force_ev_per_a=6.14 de_lowest_kj_mol=230.8 lumo_ev=-6.064 total_charge=+1 gap_ev=10.0
C -0.362 0.208 0.613
C -0.502 0.915 -0.640
N 0.820 -1.928 0.298
N 0.565 -0.808 0.513
H -0.788 0.495 1.637
H -1.389 1.404 -0.614
H -0.421 0.228 -1.443
H 0.247 1.641 -0.621
H 1.831 -2.155 0.257



# 3
19
Properties=species:S:1:pos:R:3 method="wB97M-V/def2-TZVPD" smiles="C=[S@](C)(=O)c1ccccn1" largest_force_ev_per_a=3.62 de_lowest_kj_mol=429.6 lumo_ev="-0.034 / -0.033" gap_ev="7.7 / 7.7"
C 2.543 -0.702 1.547
C 2.745 -1.550 0.434
C 1.337 0.039 1.571
C 1.773 -1.595 -0.621
C 0.554 -0.083 0.455
C -1.991 2.066 -1.146
C -2.362 -0.311 -0.046
N 0.771 -0.724 -0.636
O -1.338 1.991 1.355
S -1.227 1.189 0.132
H 3.245 -0.626 2.406
H 3.580 -2.376 0.520
H 0.859 0.529 2.398
H 1.937 -2.276 -1.472
H -1.991 3.183 -1.171
H -1.700 1.601 -2.089
H -1.886 -0.796 -0.804
H -2.256 -0.849 0.836
H -3.446 -0.036 -0.288